Below is a cluster of 14 separate species, C78H178N6O14 in total in a non-equilibrium geometry, with properties calculated with ωB97M-V with the def2-TZVPD basis set.

Each line ends with the Mulliken charge.
Atoms and positions in Å:
C -0.38 -4.82 4.06  -1.8511
C -1.81 -4.52 4.38  2.2344
C -2.66 -4.63 3.10  -0.8187
C -4.16 -4.74 3.32  0.3744
C -4.42 -5.88 4.33  -1.7180
C -3.70 -5.73 5.64  1.6304
N -2.27 -5.66 5.30  0.0290
O -1.55 -5.65 6.50  -0.4877
C -4.15 -4.51 6.52  -1.2500
C -3.90 -6.98 6.53  -2.0092
C -1.73 -3.11 5.12  -1.3951
H 0.25 -5.00 4.96  0.5104
H 0.14 -4.06 3.43  -0.0978
H -0.30 -5.74 3.44  0.4373
H -2.48 -3.77 2.48  -0.8399
H -2.38 -5.55 2.54  0.8455
H -4.62 -5.00 2.35  0.7589
H -4.57 -3.78 3.73  -1.1262
H -4.10 -6.78 3.86  0.4078
H -5.46 -5.92 4.59  0.5349
H -3.52 -4.44 7.42  0.3493
H -4.14 -3.56 5.98  -0.1134
H -5.13 -4.78 6.84  0.5691
H -3.48 -6.74 7.47  0.4654
H -4.92 -7.30 6.77  0.3750
H -3.32 -7.84 6.16  0.3921
H -1.07 -3.25 6.00  0.4077
H -2.68 -2.68 5.43  0.1481
H -1.26 -2.38 4.51  0.3411
H -0.80 -6.25 6.35  0.3827
C -5.10 3.22 4.27  -2.0584
C -4.86 2.06 3.32  1.9691
C -3.34 1.73 3.47  -1.1675
C -3.05 0.41 2.80  0.7012
C -3.81 -0.74 3.45  0.5230
C -5.33 -0.48 3.29  1.7072
N -5.56 0.86 3.86  0.1011
O -6.95 1.11 3.76  -0.5029
C -5.82 -0.63 1.85  -0.9193
C -6.07 -1.51 4.16  -1.8312
C -5.28 2.40 1.84  -1.5363
H -6.14 3.66 4.21  0.3703
H -4.35 4.00 4.05  0.2306
H -4.99 2.82 5.28  0.5162
H -2.86 2.60 3.04  0.1635
H -3.07 1.65 4.54  0.4289
H -1.97 0.24 2.87  -0.0190
H -3.28 0.47 1.74  -0.6755
H -3.44 -0.87 4.47  0.2212
H -3.44 -1.64 2.93  -0.8127
H -6.05 -1.74 1.76  0.3124
H -6.72 -0.02 1.71  0.3435
H -5.00 -0.36 1.16  -0.3933
H -7.13 -1.34 4.09  0.4999
H -5.87 -2.54 3.87  0.3318
H -5.74 -1.32 5.19  0.4729
H -4.99 1.59 1.18  0.0861
H -4.77 3.31 1.51  0.4359
H -6.37 2.58 1.82  0.5743
H -7.21 1.26 4.69  0.3713
C 1.49 5.87 6.79  -2.0970
C 1.11 4.62 5.96  1.6515
C -0.41 4.58 5.78  -1.4272
C -0.89 3.63 4.71  0.5604
C -0.20 3.73 3.36  -0.4032
C 1.30 3.76 3.59  3.0668
N 1.68 4.76 4.65  -0.0591
O 3.06 4.86 4.67  -0.4425
C 1.88 2.39 3.95  -1.4884
C 2.02 4.27 2.30  -1.3915
C 1.74 3.41 6.78  -1.6012
H 2.55 5.86 6.94  0.4954
H 0.98 5.94 7.75  0.4462
H 1.22 6.85 6.38  0.3872
H -0.89 4.34 6.75  0.4125
H -0.81 5.56 5.50  0.3670
H -1.99 3.78 4.49  -0.3673
H -0.68 2.65 5.12  0.1561
H -0.56 4.66 2.88  0.5949
H -0.49 2.86 2.75  -0.6735
H 1.89 1.61 3.19  -0.2661
H 2.96 2.47 4.16  0.3939
H 1.46 2.00 4.84  0.2204
H 3.11 4.02 2.19  -0.2782
H 1.59 3.71 1.47  -0.3296
H 1.87 5.36 2.22  0.7952
H 1.14 2.49 6.80  0.3518
H 1.86 3.63 7.83  0.4318
H 2.69 3.08 6.36  0.2777
H 3.23 5.81 4.48  0.3768
C -6.56 5.55 -2.57  -2.1749
C -5.71 4.36 -2.50  2.4747
C -5.97 3.35 -3.61  -1.8428
C -5.06 2.17 -3.57  0.0418
C -3.64 2.60 -3.76  -0.6875
C -3.23 3.65 -2.64  1.4281
N -4.29 4.69 -2.64  0.1041
O -3.99 5.60 -1.65  -0.4753
C -2.94 2.96 -1.35  -0.7661
C -1.98 4.45 -3.07  -1.7825
C -6.01 3.62 -1.19  -2.2350
H -6.16 6.27 -3.27  0.4297
H -6.57 6.05 -1.60  0.4355
H -7.61 5.33 -2.80  0.4192
H -7.06 3.08 -3.52  0.3873
H -5.91 3.93 -4.56  0.2700
H -5.37 1.56 -4.49  0.4054
H -5.29 1.57 -2.64  0.0883
H -3.52 3.09 -4.75  0.4289
H -2.91 1.84 -3.60  -0.1914
H -1.94 2.59 -1.18  -0.2974
H -3.22 3.59 -0.52  0.7193
H -3.53 2.05 -1.25  -0.2497
H -1.79 5.08 -2.17  0.7818
H -1.14 3.78 -3.24  0.0059
H -2.12 5.04 -3.97  0.5532
H -5.38 3.90 -0.39  0.5032
H -5.87 2.52 -1.17  0.0550
H -7.02 3.78 -0.89  0.6269
H -4.12 6.45 -2.11  0.3926
C 3.97 -1.48 -2.10  -0.0168
C 4.85 -2.30 -3.00  1.5039
C 4.09 -2.72 -4.27  -0.4702
C 5.05 -3.29 -5.32  -0.7536
C 6.14 -2.23 -5.73  -1.3009
C 7.00 -1.80 -4.46  1.6903
N 5.93 -1.37 -3.50  0.5387
O 6.57 -0.83 -2.34  -0.4018
C 7.89 -2.89 -3.94  -1.4959
C 7.81 -0.59 -4.82  -1.9700
C 5.31 -3.61 -2.21  -1.7332
H 4.52 -1.14 -1.24  0.1217
H 3.07 -2.06 -1.85  -0.4964
H 3.69 -0.62 -2.70  -0.0975
H 3.37 -3.46 -3.92  -0.1813
H 3.51 -1.89 -4.71  0.2115
H 4.49 -3.59 -6.21  0.4749
H 5.57 -4.18 -4.95  0.3045
H 5.65 -1.34 -6.08  0.3991
H 6.82 -2.64 -6.46  0.5127
H 7.41 -3.86 -3.87  0.3686
H 8.83 -2.99 -4.51  0.4730
H 8.24 -2.60 -2.93  0.2206
H 7.13 0.27 -4.87  0.2583
H 8.51 -0.30 -4.02  0.3731
H 8.38 -0.77 -5.74  0.4583
H 6.00 -4.19 -2.83  0.3218
H 4.45 -4.25 -1.95  0.2118
H 5.73 -3.33 -1.24  0.3837
H 6.95 -1.57 -1.81  0.2544
C -1.29 -1.75 0.75  0.6193
C 0.03 -1.97 -0.03  2.6227
C -0.19 -1.69 -1.57  -0.1497
C -0.29 -0.31 -2.07  1.2230
C 0.87 0.46 -1.54  -0.5280
C 1.11 0.35 0.01  2.0470
N 1.19 -1.10 0.32  1.0727
O 1.43 -1.23 1.69  -0.4248
C 2.50 0.96 0.28  -0.0936
C 0.08 1.12 0.90  -0.0464
C 0.46 -3.41 0.15  -0.7486
H -1.95 -2.57 0.56  0.4592
H -1.65 -0.74 0.60  -0.6394
H -1.09 -1.79 1.85  -0.8898
H 0.69 -2.14 -2.05  -0.4348
H -0.99 -2.30 -1.95  -0.3849
H -1.27 0.19 -1.81  -1.4188
H -0.22 -0.34 -3.17  0.1239
H 0.83 1.59 -1.72  -0.0605
H 1.84 0.14 -1.95  -0.7882
H 3.27 0.38 -0.27  -1.1112
H 2.69 2.00 -0.04  -0.0734
H 2.73 0.89 1.31  0.8289
H 0.11 2.23 0.67  0.1243
H -0.98 0.92 0.72  -0.4476
H 0.20 0.99 1.98  -0.1072
H -0.24 -4.13 -0.34  0.3138
H 0.52 -3.56 1.19  -0.3821
H 1.48 -3.62 -0.27  -0.6915
H 0.64 -1.12 2.25  0.0007
C 4.43 -3.41 1.33  -1.3247
C 4.57 -1.93 1.74  2.2003
C 4.86 -1.71 3.20  -1.6290
O 5.72 -1.47 0.98  -0.4740
H 5.22 -4.01 1.79  0.4512
H 4.44 -3.51 0.21  0.1323
H 3.44 -3.72 1.68  0.0926
H 3.65 -1.46 1.34  -0.8173
H 5.05 -0.72 3.47  0.3244
H 5.76 -2.32 3.42  0.3441
H 4.06 -2.05 3.85  0.3389
H 5.71 -0.50 1.15  0.2149
C 4.40 2.36 -3.15  -0.1349
C 5.65 2.83 -2.35  0.5345
C 5.43 4.17 -1.64  -1.4280
O 6.01 1.88 -1.33  -0.4016
H 3.42 2.53 -2.67  -0.4194
H 4.58 1.29 -3.44  -0.2485
H 4.34 2.97 -4.07  0.6515
H 6.50 2.86 -3.04  0.3028
H 4.60 4.14 -0.95  0.0193
H 5.26 4.97 -2.34  0.5023
H 6.26 4.50 -1.02  0.4102
H 6.16 1.01 -1.72  0.1073
C 6.12 3.71 2.11  -1.2435
C 6.52 2.18 1.91  0.9433
C 7.15 1.60 3.16  -1.6236
O 5.44 1.37 1.46  0.2147
H 7.02 4.24 2.50  0.4229
H 5.45 3.82 2.98  0.1948
H 5.65 4.19 1.27  0.1299
H 7.27 2.17 1.12  0.2199
H 7.48 0.58 2.85  0.3362
H 6.51 1.48 4.01  0.3109
H 8.02 2.17 3.53  0.4234
H 5.26 1.55 0.52  -0.2444
C 1.46 -5.76 -2.77  -0.9109
C 0.62 -6.94 -3.29  0.4327
C 1.06 -8.16 -2.51  -1.4766
O -0.72 -6.59 -2.99  -0.4675
H 1.36 -5.63 -1.71  0.1511
H 1.20 -4.78 -3.19  0.1272
H 2.46 -6.00 -3.06  0.5201
H 0.74 -7.07 -4.37  0.3178
H 2.15 -8.25 -2.43  0.3213
H 0.72 -9.16 -2.88  0.3955
H 0.74 -8.04 -1.47  0.3579
H -1.33 -7.30 -3.27  0.2755
C -2.51 -4.93 -6.14  -1.6047
C -1.46 -4.05 -5.45  1.0032
C -1.43 -2.66 -6.00  -1.5520
O -1.83 -3.96 -4.09  0.0300
H -2.60 -5.92 -5.65  0.3323
H -2.25 -5.02 -7.19  0.4335
H -3.52 -4.55 -6.05  0.3600
H -0.50 -4.59 -5.59  0.1479
H -1.18 -2.66 -7.05  0.5751
H -0.71 -1.96 -5.52  0.1405
H -2.43 -2.20 -5.96  0.2763
H -1.56 -4.75 -3.61  -0.0853
C 1.00 7.81 -1.38  -1.4505
C 1.22 6.44 -0.76  0.9270
C 1.26 5.36 -1.80  -0.7512
O 2.44 6.33 -0.06  -0.4176
H 0.13 7.83 -2.07  0.3218
H 1.87 8.09 -1.97  0.4040
H 0.86 8.65 -0.65  0.3887
H 0.41 6.13 -0.08  -0.0759
H 1.40 4.48 -1.16  -0.1212
H 2.09 5.36 -2.48  0.4963
H 0.32 5.32 -2.36  0.1178
H 2.67 7.22 0.26  0.2626
C 0.25 1.85 -5.39  -1.4089
C -0.48 2.44 -6.64  0.6135
C -1.57 1.43 -7.09  -1.2829
O -1.14 3.63 -6.40  -0.5577
H 0.52 0.86 -5.54  0.5637
H -0.39 1.97 -4.52  0.1238
H 1.16 2.39 -5.12  0.4762
H 0.30 2.51 -7.42  0.3039
H -2.06 0.94 -6.21  0.0333
H -1.07 0.62 -7.56  0.4925
H -2.30 1.93 -7.72  0.3827
H -0.68 4.05 -5.70  0.3203
C -4.27 -3.16 -1.19  -0.5653
C -4.52 -2.51 -2.56  0.0452
C -3.47 -1.47 -2.90  0.9487
O -4.60 -3.52 -3.53  -0.6670
H -4.53 -2.43 -0.40  -0.1413
H -3.26 -3.49 -1.07  0.0401
H -4.93 -4.00 -0.98  0.5091
H -5.53 -2.06 -2.57  0.4403
H -3.20 -0.80 -2.05  -0.6329
H -3.84 -0.76 -3.63  0.1165
H -2.56 -1.97 -3.22  -0.6136
H -3.73 -3.90 -3.77  0.3060

Net charge: 0
Largest force on an atom in Eh/bohr: 0.068
Spin multiplicity: 1
Kohn-Sham gap in eV: 8.623
ΔE to the lowest compared entry with this formula, charge and spin in kcal per mole: 37.3